72
Properties=species:S:1:pos:R:3 method="wB97M-V/def2-TZVPD" lumo_ev=1.7 total_energy_ha=-1984.36416 total_charge=-1 orbital_gap_ha=0.23072 mol_weight_g_mol=606.42 e_homo_ev=-4.542
C 6.17408 0.25269 2.10681
N 5.00215 0.05339 2.99656
C 4.12985 -1.09674 2.59806
Nb 3.19614 -0.98550 0.52610
O 2.44540 -0.90743 -1.42422
C 1.17686 -1.36333 1.49158
C 0.07616 -2.07151 0.56622
C -1.32038 -1.27243 0.82550
C -2.51820 -1.77092 -0.10654
C -3.88049 -1.11966 0.50269
C -3.72052 0.45159 0.83429
O -3.51358 0.73445 2.24490
C -2.32378 1.45553 2.48052
C -1.28968 0.95066 3.60984
O -1.98819 2.49755 1.87025
C 3.43155 -3.26783 0.29346
C 4.07719 -3.68625 -1.12556
C 3.08782 -4.60032 -2.00291
F 3.37625 -5.99821 -2.22110
C 1.89102 -4.08510 -2.63555
F 0.60870 -4.22154 -2.02223
F 2.01183 -3.38622 -3.87441
C 2.75752 1.26325 0.68132
C 3.32329 2.12822 -0.55089
C 2.19235 3.17323 -1.04155
F 1.26305 2.50579 -1.88763
F 2.78395 4.25418 -1.77334
F 1.51360 3.78646 0.05103
H 6.92237 0.91026 2.67824
H 5.94057 0.79221 1.12802
H 6.63967 -0.76597 1.91458
H 4.47746 0.91503 3.16854
H 4.70359 -2.08121 2.72957
H 3.25283 -1.10932 3.35070
H 4.87083 -0.69650 -0.19661
H 1.92212 -0.08158 -1.56457
H 1.29484 -2.03182 2.42783
H 0.75355 -0.36104 1.83106
H -0.01838 -3.18448 0.81627
H 0.25875 -2.00093 -0.55311
H -1.58039 -1.47051 1.92184
H -1.05370 -0.16853 0.63247
H -2.63607 -2.89966 -0.15500
H -2.33034 -1.37457 -1.16620
H -4.23051 -1.67526 1.44520
H -4.70045 -1.24284 -0.27732
H -4.69638 0.97731 0.52392
H -2.88647 0.88081 0.16980
H -1.68074 1.19464 4.64905
H -1.10907 -0.17664 3.55578
H -0.26142 1.44438 3.48187
H 4.10606 -3.59424 1.15734
H 2.41797 -3.77799 0.47743
H 4.35417 -2.72343 -1.66856
H 4.98950 -4.34629 -0.89376
H 1.60612 1.34978 0.62720
H 3.05762 1.73693 1.67138
H 4.22926 2.70602 -0.18521
H 3.56925 1.49449 -1.46072
C -5.12648 4.28789 -2.12446
C -5.34568 2.86551 -2.60099
C -6.23816 2.76776 -3.80357
O -6.80440 1.47226 -3.65769
C -6.82730 1.20765 -2.32098
O -7.43958 0.31327 -1.81921
O -6.06307 2.10265 -1.63136
H -4.89413 4.95501 -2.95691
H -6.00301 4.66571 -1.59321
H -4.29242 4.32230 -1.41923
H -4.38295 2.37346 -2.77765
H -5.68171 2.84817 -4.73903
H -7.04768 3.50528 -3.80600